No. 1
{
  "formula": "C6H12O",
  "method": "wB97M-V/def2-TZVPD",
  "charge": 0,
  "smiles": "CC[C@H]1C[C@]1(C)O",
  "lumo_energy_ev": 1.00,
  "energy_ev": -8463.3543,
  "de_lowest_ev": 1.000,
  "species": ["H", "H", "H", "C", "H", "H", "H", "H", "H", "H", "C", "C", "H", "H", "C", "H", "C", "C", "O"],
  "coordinates": [[2.205, 0.893, 1.054], [-2.597, -0.645, 0.862], [2.174, -0.492, -1.141], [0.285, 0.445, -0.815], [-1.039, -1.491, 0.753], [-1.275, 0.631, -2.412], [-1.229, -0.122, 1.860], [0.996, -1.541, -0.383], [0.640, 1.445, -1.068], [1.232, -0.394, 1.784], [-0.904, -0.018, -1.625], [1.377, -0.512, -0.386], [2.867, -0.743, 1.199], [-1.350, 2.162, 0.629], [-1.511, -0.511, 0.873], [-0.996, -1.084, -1.824], [1.955, -0.173, 0.990], [-1.099, 0.448, -0.219], [-1.731, 1.701, -0.130]],
  "nbo_charge": [0.20, 0.22, 0.21, -0.25, 0.21, 0.23, 0.20, 0.20, 0.22, 0.20, -0.43, -0.40, 0.21, 0.47, -0.63, 0.21, -0.60, 0.23, -0.70]
}

***

No. 2
{
  "formula": "C4H5NO",
  "method": "wB97M-V/def2-TZVPD",
  "charge": 0,
  "smiles": "C#CC=O.C=N",
  "lumo_energy_ev": 0.40,
  "energy_ev": -7763.1328,
  "de_lowest_ev": 3.394,
  "species": ["H", "C", "N", "H", "H", "C", "O", "H", "C", "H", "C"],
  "coordinates": [[-1.869, -0.338, 0.977], [0.360, -2.110, -0.664], [0.200, 1.436, 0.785], [1.198, -2.731, -0.898], [2.200, 1.875, 0.334], [-0.591, -1.413, -0.410], [-2.579, -0.278, -0.919], [0.335, 2.041, 1.598], [-1.766, -0.605, -0.086], [1.254, 0.756, -0.811], [1.259, 1.367, 0.093]],
  "nbo_charge": [0.15, -0.18, -0.61, 0.24, 0.15, -0.11, -0.49, 0.34, 0.37, 0.17, -0.03]
}

***

No. 3
{
  "formula": "C13H7BMnNO7",
  "method": "wB97M-V/def2-TZVPD",
  "charge": -1,
  "multiplicity": 6,
  "lumo_energy_ev": [2.66, 2.65],
  "s_squared": 8.7575,
  "energy_ev": -61419.8878,
  "de_lowest_ev": 0.000,
  "species": ["O", "N", "O", "C", "O", "H", "C", "C", "Mn", "C", "H", "C", "C", "C", "O", "B", "H", "C", "C", "H", "H", "O", "C", "H", "C", "C", "O", "C", "O", "H"],
  "coordinates": [[-0.630, 0.104, 1.230], [0.322, -0.021, -2.368], [0.441, -3.492, -2.615], [-2.959, -0.224, 3.888], [0.390, 3.451, -2.640], [4.612, 0.871, -3.214], [-0.972, 0.043, 2.552], [2.263, 1.209, -2.805], [-1.721, -0.038, -1.762], [-2.338, -0.130, 2.665], [0.914, 0.266, 3.546], [-0.032, -2.369, -2.510], [-0.070, 2.323, -2.516], [-0.768, 0.038, 4.906], [-1.264, -2.021, -2.420], [-1.830, -0.037, 0.480], [-4.030, -0.360, 3.962], [2.288, -1.221, -2.801], [-2.143, -0.136, 5.021], [-0.160, 0.102, 5.799], [2.741, 2.171, -2.949], [4.289, -0.034, -3.173], [0.934, -1.177, -2.535], [-2.590, -0.206, 6.005], [0.910, 1.143, -2.536], [2.950, 0.000, -2.914], [-2.893, -0.183, 1.416], [-0.154, 0.131, 3.653], [-1.295, 1.959, -2.423], [2.798, -2.163, -2.941]],
  "nbo_charge": [-0.69, -0.56, -0.67, -0.26, -0.67, 0.48, 0.29, -0.32, 1.39, 0.22, 0.22, 0.75, 0.75, -0.23, -0.83, 0.39, 0.22, -0.28, -0.23, 0.20, 0.23, -0.66, 0.13, 0.20, 0.14, 0.34, -0.68, -0.27, -0.83, 0.25]
}

***

No. 4
{
  "formula": "C2H10N2O3",
  "method": "wB97M-V/def2-TZVPD",
  "charge": -1,
  "multiplicity": 2,
  "lumo_energy_ev": [3.68, 3.53],
  "s_squared": 0.7505,
  "energy_ev": -11358.2583,
  "de_lowest_ev": 0.042,
  "species": ["O", "H", "H", "N", "H", "H", "O", "O", "H", "C", "H", "H", "N", "H", "C", "H", "H"],
  "coordinates": [[0.605, -1.798, 1.075], [-0.555, 0.953, 0.272], [2.886, -1.518, -1.185], [-1.177, -0.288, -1.340], [-0.319, 2.373, 1.763], [0.770, 0.138, -0.588], [2.887, -0.926, -1.936], [0.080, 3.233, 1.966], [-1.477, 0.594, -1.753], [-0.334, -1.078, 0.779], [-1.729, -2.162, 1.715], [-0.691, -0.829, -2.042], [-1.573, -1.247, 1.329], [3.612, -0.301, -1.942], [-0.257, 0.035, -0.243], [-0.368, 3.791, 1.308], [-2.359, -0.969, 0.822]],
  "nbo_charge": [-0.66, 0.11, 0.48, -0.91, 0.43, 0.20, -0.99, -1.09, 0.31, 0.64, 0.37, 0.35, -0.84, 0.46, -0.61, 0.36, 0.39]
}

***

No. 5
{
  "formula": "C31H45IrN4O3PS3",
  "method": "wB97M-V/def2-TZVPD",
  "charge": -1,
  "lumo_energy_ev": 2.48,
  "energy_ev": -89618.4273,
  "de_lowest_ev": 0.000,
  "species": ["C", "C", "C", "S", "H", "C", "H", "C", "H", "H", "H", "H", "O", "H", "H", "H", "C", "C", "H", "S", "H", "H", "H", "C", "O", "H", "N", "H", "H", "C", "H", "C", "H", "H", "C", "H", "N", "H", "C", "H", "H", "H", "H", "H", "H", "N", "H", "O", "C", "H", "H", "C", "H", "C", "C", "N", "C", "C", "H", "H", "C", "C", "H", "H", "C", "H", "H", "P", "H", "H", "C", "C", "C", "C", "H", "H", "C", "C", "H", "C", "H", "Ir", "S", "C", "H", "C", "C", "H"],
  "coordinates": [[-0.449, -1.788, -0.716], [-1.564, -2.651, -0.793], [0.781, -2.398, -0.422], [2.321, 1.054, 2.574], [5.151, 2.469, -1.985], [-2.800, 0.587, -1.000], [-2.745, 0.719, 0.073], [-0.214, -4.592, -0.280], [4.073, 2.665, -3.370], [-0.554, -1.656, 3.299], [-3.121, -5.620, 4.042], [2.173, 3.249, -1.832], [1.858, 1.678, 3.793], [2.083, -1.321, -4.236], [3.876, -1.838, -0.917], [-2.105, 2.821, 3.413], [-1.439, -4.500, 4.818], [-1.733, -0.044, -1.628], [0.263, -3.999, 3.599], [1.122, -0.505, 1.967], [0.630, 3.981, 1.269], [-0.911, -5.338, 5.274], [3.712, 0.267, -3.116], [-1.775, 3.036, 0.798], [2.092, 1.978, 1.366], [-4.730, 1.491, -1.186], [-0.812, 2.535, 1.760], [-2.583, 2.302, 0.736], [-0.539, 3.451, -4.371], [2.020, -1.077, -3.174], [5.092, -1.420, 0.293], [-3.923, 0.989, -1.707], [3.393, -1.407, 0.740], [3.212, 3.090, -0.434], [-0.057, 2.505, -2.510], [4.210, 0.891, 0.458], [-1.147, -2.437, 3.548], [-2.569, 4.865, -0.890], [4.089, -1.184, -0.068], [-0.527, 4.470, 2.534], [-2.146, 1.198, 2.667], [-3.054, -0.172, -4.758], [2.523, -1.866, -2.617], [-2.060, -4.027, 5.582], [1.657, -1.774, -0.348], [-0.570, -0.417, -0.910], [-1.072, -0.866, -3.499], [3.701, 0.620, 2.615], [-1.441, -4.013, -0.581], [-2.332, -4.630, -0.637], [0.129, -3.030, 5.064], [-2.297, -2.622, 2.876], [-1.716, -5.569, 2.972], [3.041, 2.718, -1.446], [4.032, 0.294, -0.434], [-2.904, -3.828, 3.026], [-0.714, 3.437, -3.301], [-0.448, -3.495, 4.265], [-3.732, -3.931, 2.465], [2.223, 1.033, -3.591], [-1.209, 3.249, -0.579], [-1.836, 4.216, -1.360], [0.778, 3.307, 2.900], [4.820, 0.527, -1.156], [4.252, 2.975, -2.339], [-2.544, -2.239, -0.989], [-4.896, 1.049, -3.625], [2.514, 0.973, -1.202], [-2.104, 5.083, -3.311], [0.587, 1.802, -3.015], [-2.316, -4.981, 3.677], [-2.989, 0.054, -3.700], [0.895, -3.760, -0.203], [2.638, 0.289, -2.911], [-0.760, 1.675, 3.660], [4.472, 4.044, -2.357], [-1.592, 4.334, -2.718], [-4.023, 0.734, -3.067], [0.978, -1.087, -2.869], [-1.497, 2.027, 2.944], [-2.241, 3.969, 1.162], [0.683, 0.964, 0.075], [-3.020, -1.454, 1.916], [0.076, 3.634, 2.140], [1.873, -4.170, 0.028], [-0.221, 2.397, -1.125], [-1.863, -0.330, -2.991], [-0.126, -5.659, -0.112]],
  "lowdin_charge": [-0.33, -0.08, -0.14, 0.16, 0.06, -0.07, 0.06, -0.14, 0.06, 0.01, 0.11, 0.06, -0.39, 0.07, 0.06, 0.09, -0.18, -0.33, 0.12, 0.41, 0.08, 0.11, 0.08, -0.21, -0.61, 0.10, -0.27, 0.10, 0.10, -0.13, 0.08, -0.07, 0.02, 0.08, -0.16, 0.06, 0.01, 0.10, -0.14, 0.09, 0.03, 0.09, 0.05, 0.12, 0.01, -0.11, 0.10, -0.38, -0.12, 0.09, 0.12, -0.85, 0.12, -0.35, -0.36, -0.01, -0.10, -0.18, 0.10, 0.06, -0.23, -0.06, 0.05, 0.07, -0.14, 0.09, 0.09, 0.85, 0.09, 0.06, -0.19, -0.10, -0.11, -0.36, 0.07, 0.07, -0.11, -0.11, 0.04, -0.09, 0.12, 0.98, 0.64, -0.10, 0.10, -0.25, -0.04, 0.08]
}

***

No. 6
{
  "formula": "C29H29ClInN2OP",
  "method": "wB97M-V/def2-TZVPD",
  "charge": 2,
  "lumo_energy_ev": [-8.63, -8.63],
  "energy_ev": -62540.6779,
  "de_lowest_ev": 1.040,
  "species": ["H", "H", "C", "C", "In", "H", "C", "H", "C", "C", "H", "H", "C", "C", "H", "C", "H", "P", "C", "H", "H", "O", "H", "C", "C", "C", "H", "H", "H", "H", "H", "H", "C", "H", "H", "C", "C", "N", "C", "C", "C", "C", "H", "C", "H", "Cl", "H", "H", "C", "C", "C", "N", "C", "H", "H", "H", "H", "H", "C", "C", "C", "H", "C", "C"],
  "coordinates": [[-0.470, -0.583, 6.126], [-2.549, 1.064, -1.477], [0.483, 5.060, -1.800], [-1.218, 0.297, -3.015], [0.238, -0.852, -0.200], [4.971, 0.009, -5.176], [-2.117, -1.683, 2.410], [-1.961, 4.982, -4.188], [-1.273, -1.295, 5.906], [0.964, -2.001, 4.302], [-1.087, -2.219, 6.465], [4.475, -2.118, 5.821], [3.039, 0.994, -5.149], [-2.466, 0.442, -2.376], [1.087, 1.876, -4.847], [1.779, -0.884, 4.177], [-2.679, -1.599, 1.494], [0.223, 0.985, -2.134], [-0.459, 5.533, -2.725], [-2.091, -1.891, -5.463], [1.377, 3.314, -0.874], [0.115, -2.349, 1.532], [-3.703, -0.122, 4.949], [4.068, 0.222, -4.598], [2.627, -3.197, 5.519], [-3.781, -0.972, 4.260], [-0.093, -0.669, -4.591], [1.394, -0.032, 3.614], [2.725, -0.377, -1.521], [-4.294, -1.662, -4.330], [3.701, -0.059, 4.625], [-0.621, 6.603, -2.849], [-3.435, -1.090, -3.973], [-4.435, -0.684, 3.427], [0.790, -2.403, -1.957], [-1.026, 3.254, -3.314], [3.476, -2.084, 5.386], [-1.393, -1.531, 4.489], [3.948, -0.274, -3.299], [-1.215, 4.629, -3.478], [1.350, -3.162, 4.972], [1.875, 1.250, -4.421], [2.952, -4.093, 6.049], [0.659, 3.689, -1.610], [0.021, -2.563, -2.016], [-0.057, 0.990, 1.351], [0.648, -4.001, 5.026], [4.750, -0.865, -2.858], [-1.076, -0.539, -4.135], [-0.098, 2.773, -2.368], [-2.477, -1.380, 3.703], [-0.346, -1.931, 3.745], [-3.573, -0.250, -2.865], [-1.624, 2.565, -3.910], [-2.222, -0.868, 6.240], [-4.533, -0.149, -2.361], [-4.255, -1.809, 4.791], [1.077, 5.771, -1.224], [2.802, -0.007, -2.552], [-0.730, -2.021, 2.431], [3.048, -0.926, 4.729], [3.154, 1.406, -6.153], [1.739, 0.711, -3.128], [-2.198, -1.228, -4.606]],
  "nbo_charge": [0.24, 0.22, -0.18, -0.44, 1.53, 0.25, -0.39, 0.25, -0.43, 0.06, 0.24, 0.24, -0.18, -0.17, 0.24, -0.22, 0.24, 0.99, -0.14, 0.24, 0.23, -0.74, 0.25, -0.16, -0.21, -0.67, 0.24, 0.23, 0.19, 0.25, 0.23, 0.24, -0.17, 0.25, 0.01, -0.22, -0.17, -0.12, -0.19, -0.20, -0.15, -0.22, 0.24, -0.21, 0.07, -0.57, 0.23, 0.24, -0.22, -0.29, 0.27, -0.18, -0.21, 0.24, 0.24, 0.24, 0.26, 0.24, -0.23, 0.56, -0.19, 0.25, -0.31, -0.18]
}